A 10-piece molecular cluster, C38H108Cl6N17O9P5 overall, computed with ωB97M-V with the def2-TZVPD basis set.

Last column: Löwdin spin population.
Geometry (Å):
O 4.2032 -19.4812 -20.2170  0.00
P 4.5972 -20.8396 -19.6762  0.00
N 3.5977 -21.3943 -18.4108  0.00
C 2.9860 -20.5500 -17.4581  0.00
C 3.4085 -22.8351 -18.0893  0.00
N 6.1523 -20.8712 -19.0069  0.00
C 6.4115 -21.1564 -17.5327  0.00
C 7.2007 -20.2710 -19.7235  0.00
N 4.4475 -22.2349 -20.6694  0.00
C 5.5938 -22.9096 -21.3145  0.00
C 3.1358 -22.5365 -21.3409  0.00
H 2.3855 -19.7763 -17.9366  0.00
H 3.6753 -19.8023 -17.0659  0.00
H 2.4638 -21.0719 -16.6561  0.00
H 2.4706 -23.2098 -18.4994  0.00
H 3.4346 -22.9608 -17.0069  0.00
H 4.2668 -23.4357 -18.3904  0.00
H 7.4326 -21.0268 -17.1741  0.00
H 5.7415 -20.6705 -16.8235  0.00
H 6.1834 -22.1882 -17.2655  0.00
H 7.1290 -20.4716 -20.7925  0.00
H 7.3912 -19.2044 -19.6045  0.00
H 8.0673 -20.8172 -19.3509  0.00
H 6.0375 -23.5536 -20.5552  0.00
H 5.2558 -23.5073 -22.1610  0.00
H 6.4044 -22.2806 -21.6827  0.00
H 2.4282 -22.7721 -20.5459  0.00
H 3.2699 -23.4844 -21.8620  0.00
H 2.8126 -21.7767 -22.0525  0.00
O 8.7248 -26.9282 -14.8170  0.00
P 8.7427 -25.4204 -14.8407  0.00
N 10.0082 -24.6692 -15.7333  0.00
C 11.2628 -25.4106 -15.7732  0.00
C 10.1637 -23.1977 -16.0243  0.00
N 8.9816 -24.6957 -13.3034  0.00
C 9.8049 -25.4262 -12.3203  0.00
C 8.7467 -23.3068 -12.9575  0.00
N 7.4175 -24.6681 -15.5577  0.00
C 7.1204 -24.9563 -17.0164  0.00
C 6.1520 -24.6129 -14.8164  0.00
H 12.0472 -24.8812 -16.3141  0.00
H 11.0552 -26.3679 -16.2513  0.00
H 11.6672 -25.4203 -14.7610  0.00
H 10.0948 -22.9760 -17.0893  0.00
H 11.1729 -22.8129 -15.8773  0.00
H 9.4554 -22.5939 -15.4571  0.00
H 9.6783 -26.5014 -12.4475  0.00
H 10.8723 -25.3382 -12.5230  0.00
H 9.6715 -25.1213 -11.2823  0.00
H 8.2937 -23.3038 -11.9661  0.00
H 9.7545 -22.8925 -12.9872  0.00
H 8.0840 -22.8536 -13.6949  0.00
H 6.3061 -24.3610 -17.4294  0.00
H 7.9841 -24.6574 -17.6102  0.00
H 6.9063 -25.9962 -17.2630  0.00
H 6.3109 -24.6202 -13.7380  0.00
H 5.5126 -25.4711 -15.0234  0.00
H 5.5384 -23.7812 -15.1625  0.00
O 1.6965 -27.7624 -19.3772  0.00
P 2.9956 -28.4334 -19.2607  0.00
N 3.7413 -28.0035 -17.7848  0.00
C 3.4992 -26.6712 -17.1981  0.00
C 4.9661 -28.6515 -17.2041  0.00
N 4.1890 -27.9173 -20.3892  0.00
C 5.5494 -28.3805 -20.3815  0.00
C 3.9562 -26.6369 -21.2226  0.00
N 2.8388 -30.1689 -19.1803  0.00
C 2.2844 -30.8061 -17.9864  0.00
C 2.4619 -30.8414 -20.4173  0.00
H 2.9590 -26.0206 -17.8860  0.00
H 4.3938 -26.3797 -16.6478  0.00
H 2.7405 -26.8502 -16.4363  0.00
H 5.7429 -27.9401 -17.4846  0.00
H 5.1033 -29.6346 -17.6545  0.00
H 4.6463 -28.7611 -16.1678  0.00
H 6.1487 -27.5284 -20.0608  0.00
H 5.6023 -29.2145 -19.6816  0.00
H 5.9308 -28.7894 -21.3171  0.00
H 2.9315 -26.7263 -21.5830  0.00
H 3.9763 -25.6791 -20.7026  0.00
H 4.6120 -26.5780 -22.0913  0.00
H 1.2759 -30.3928 -17.9741  0.00
H 2.2146 -31.8840 -18.1327  0.00
H 2.8454 -30.6841 -17.0599  0.00
H 1.3884 -30.9989 -20.5222  0.00
H 2.9281 -31.8264 -20.3997  0.00
H 2.7988 -30.1737 -21.2103  0.00
O 11.4355 -30.9559 -18.9516  0.00
P 11.3897 -30.2579 -17.6424  0.00
N 10.1276 -29.0758 -17.6086  0.00
C 10.2477 -27.7984 -18.3598  0.00
C 8.7381 -29.5191 -17.3592  0.00
N 12.8402 -29.4186 -17.1797  0.00
C 14.0854 -29.5823 -17.9266  0.00
C 13.0245 -28.6838 -15.9043  0.00
N 11.1696 -31.2882 -16.3033  0.00
C 10.8406 -30.7819 -14.9590  0.00
C 11.8280 -32.5699 -16.1465  0.00
H 11.2850 -27.4697 -18.4238  0.00
H 9.5746 -27.0637 -17.9179  0.00
H 9.7959 -27.9768 -19.3355  0.00
H 8.1077 -28.8392 -16.7861  0.00
H 8.8236 -30.4198 -16.7514  0.00
H 8.2165 -29.7313 -18.2924  0.00
H 14.8178 -28.7792 -17.8449  0.00
H 14.6579 -30.4975 -17.7754  0.00
H 13.9159 -29.6380 -19.0019  0.00
H 13.3652 -29.4368 -15.1937  0.00
H 13.6609 -27.7997 -15.9436  0.00
H 12.0373 -28.3508 -15.5838  0.00
H 10.2090 -29.8945 -15.0014  0.00
H 10.2265 -31.5046 -14.4217  0.00
H 11.7036 -30.5294 -14.3429  0.00
H 12.0891 -33.1389 -17.0387  0.00
H 11.2427 -33.2783 -15.5602  0.00
H 12.7661 -32.4169 -15.6129  0.00
O 9.4852 -17.7513 -24.8192  0.00
P 10.1740 -18.8898 -24.1477  0.00
N 9.0687 -19.9974 -23.3864  0.00
C 9.4469 -21.3065 -22.6962  0.00
C 7.7267 -20.1792 -23.9490  0.00
N 11.1936 -18.3638 -22.9160  0.00
C 10.5921 -17.6266 -21.8651  0.00
C 12.4280 -17.7006 -23.3394  0.00
N 11.1012 -19.8466 -25.2502  0.00
C 12.0161 -20.9519 -24.8141  0.00
C 10.7075 -19.9841 -26.6224  0.00
H 8.5965 -21.9878 -22.6709  0.00
H 9.7731 -21.1536 -21.6674  0.00
H 10.2606 -21.8125 -23.2158  0.00
H 7.0486 -20.7675 -23.3307  0.00
H 7.8194 -20.5528 -24.9687  0.00
H 7.2222 -19.2180 -24.0476  0.00
H 10.3209 -16.6073 -22.1400  0.00
H 9.7016 -18.1474 -21.5132  0.00
H 11.2770 -17.6519 -21.0174  0.00
H 13.2047 -18.4642 -23.3805  0.00
H 12.2795 -17.1806 -24.2858  0.00
H 12.7986 -16.9346 -22.6582  0.00
H 11.6686 -21.9649 -25.0173  0.00
H 12.9864 -20.8837 -25.3061  0.00
H 12.2958 -20.7306 -23.7841  0.00
H 11.5459 -20.3359 -27.2235  0.00
H 10.3115 -19.0510 -27.0232  0.00
H 9.8946 -20.7100 -26.6026  0.00
C 15.3427 -25.9898 -18.9665  0.04
N 14.0052 -25.4992 -18.5890  0.40
O 13.2090 -26.2933 -18.1682  0.21
O 13.7314 -24.3766 -18.9054  0.25
H 15.9486 -26.3191 -18.1224  0.01
H 15.8680 -25.1093 -19.3366  0.00
H 15.2369 -26.7167 -19.7718  0.02
C 12.5103 -20.6087 -20.1960  0.00
N 12.2583 -20.4055 -18.7420  0.00
O 12.9453 -21.0650 -17.9656  0.00
O 11.4412 -19.6092 -18.3651  0.00
H 12.1363 -19.6863 -20.6402  0.00
H 11.9501 -21.4612 -20.5800  0.00
H 13.5736 -20.7064 -20.4151  0.00
Cl 9.0355 -29.1754 -22.2147  0.00
C 10.5231 -30.0701 -22.4640  0.00
C 11.7228 -29.1475 -22.3154  0.00
Cl 11.6887 -27.7538 -23.4558  0.00
H 10.4370 -30.5762 -23.4255  0.00
H 10.5962 -30.8913 -21.7510  0.00
H 12.6110 -29.7383 -22.5393  0.00
H 11.8476 -28.7976 -21.2907  0.00
Cl 13.5701 -24.1703 -22.2258  0.01
C 14.7994 -24.5019 -23.4855  0.00
C 14.4713 -25.4646 -24.5510  0.00
Cl 13.2936 -24.6630 -25.6301  0.00
H 15.6016 -25.0164 -22.9563  0.00
H 15.0958 -23.5107 -23.8286  0.00
H 14.0642 -26.3498 -24.0623  0.00
H 15.2792 -25.7517 -25.2240  0.00
Cl 8.4836 -25.9500 -20.9054  0.00
C 10.1257 -25.2380 -21.1679  0.00
C 10.6229 -24.4220 -19.9770  0.01
Cl 9.5091 -23.0409 -19.5877  0.00
H 10.0651 -24.6388 -22.0764  0.00
H 10.8203 -26.0504 -21.3815  0.00
H 11.6619 -24.1318 -20.1335  0.01
H 10.5485 -25.0402 -19.0824  0.00

Cartesian forces, eV/Å:
0.6 -2.2 0.6
-1.0 -0.2 0.7
0.6 -1.8 -0.8
-0.1 2.7 0.0
1.0 0.8 0.0
-2.0 -0.6 1.8
-1.2 -0.7 -0.5
1.9 -0.2 -0.5
0.0 1.0 -1.0
0.1 0.1 0.9
1.2 -0.2 1.0
-1.2 -0.5 -0.3
0.8 -0.4 0.9
0.1 0.1 -0.3
0.0 -0.2 0.1
-0.4 0.1 0.2
-0.2 0.0 -0.6
0.1 0.4 -0.8
0.0 0.9 -0.4
0.1 -0.4 -0.6
0.0 0.1 -0.1
-0.4 0.2 0.3
0.6 0.4 -0.5
0.3 -0.3 -0.2
0.0 0.0 0.2
-0.2 0.4 0.0
-0.4 0.5 -0.3
0.0 0.1 -0.1
-0.2 0.1 0.2
0.4 2.1 0.1
1.7 1.1 -0.6
-0.6 0.2 -0.7
0.0 0.4 0.1
-0.4 -0.8 0.0
-1.3 -2.0 0.2
0.3 -0.5 -1.1
0.6 -1.0 -0.7
-1.3 -0.1 -0.6
1.4 0.4 0.4
0.0 -0.6 -0.1
-0.4 -0.1 -0.6
0.6 -0.1 0.5
0.2 -0.9 0.3
-0.7 -0.3 -0.1
0.2 -0.4 0.9
0.0 0.0 -0.2
-0.5 0.0 0.2
0.3 0.6 -0.1
-0.5 0.1 -0.1
0.1 0.5 0.1
-0.2 1.1 0.4
0.1 0.2 0.2
-0.2 0.2 0.6
0.2 -0.1 0.1
0.0 -0.2 0.4
0.0 0.4 -0.1
0.1 -0.5 0.0
0.3 0.5 0.2
-0.3 0.6 -0.7
2.0 -0.2 1.7
-0.3 -1.2 -0.9
-1.3 -1.9 0.4
-2.4 0.7 -1.1
-2.1 0.9 -1.6
-0.1 -0.2 0.8
-1.2 -1.8 0.6
1.8 1.4 -0.3
-0.6 0.5 -0.6
0.3 0.5 0.5
0.9 0.4 -0.2
0.0 0.7 -0.7
-0.1 0.3 0.5
0.7 -0.6 0.9
0.2 0.1 0.1
1.2 0.0 0.4
0.7 -0.3 0.1
0.4 0.2 0.1
-0.2 0.3 -0.4
0.0 0.1 -0.2
0.5 -0.2 0.6
0.2 -0.4 0.2
-0.4 -0.3 1.1
0.1 0.0 -0.3
0.0 0.6 -0.2
-0.3 0.2 0.1
0.2 0.0 -0.5
0.1 -0.6 -0.4
0.7 -0.1 0.6
0.4 2.0 0.9
0.6 -0.6 1.3
-0.5 -1.4 0.0
1.0 -0.4 0.0
0.1 0.4 -1.2
0.0 -0.3 -1.3
-1.4 -1.2 -0.4
-1.3 0.1 0.2
-0.7 0.5 -0.5
0.7 -0.3 -0.4
0.0 0.2 0.0
0.3 0.2 0.5
0.3 0.1 -0.5
0.5 0.6 0.1
-0.3 -0.2 -0.2
-0.1 -0.2 -0.2
-0.5 0.4 0.5
-0.1 -0.5 0.8
-0.5 0.2 -0.1
0.4 0.4 0.5
0.1 -0.2 -0.6
0.0 0.1 0.2
0.2 0.2 -0.3
0.1 -0.4 0.0
0.2 -0.2 -0.1
-0.2 0.6 -0.5
-0.4 0.2 0.2
0.3 -0.1 0.2
0.2 -1.2 0.1
-0.9 -1.4 -0.5
0.2 -0.7 1.1
0.9 1.3 -0.5
0.1 1.7 -0.9
0.7 -0.9 -1.0
-1.1 -0.3 1.5
0.4 -0.5 -0.6
1.4 0.4 1.9
0.0 1.7 0.2
-1.0 0.1 0.1
0.0 0.3 -0.1
-0.1 0.2 0.0
0.0 -0.1 -0.1
0.5 -0.2 0.0
-0.4 -0.5 -0.1
0.1 0.2 0.0
0.1 0.2 0.0
-0.2 0.1 -0.1
0.0 0.4 0.1
0.2 0.2 -0.5
0.3 -0.2 -0.3
-0.5 -0.2 0.4
-0.4 0.0 0.4
0.0 0.2 -0.6
-0.4 -0.7 0.3
0.0 0.0 0.0
0.1 0.0 0.0
-0.1 -0.3 -0.9
-0.3 1.3 -0.1
6.6 -1.9 -0.1
-4.5 -4.8 2.2
-1.9 6.6 -2.1
-0.3 -0.6 0.2
0.0 -0.1 -0.3
0.2 -0.5 0.0
-0.3 1.0 -0.6
1.8 -1.7 1.3
-0.4 0.3 -0.8
-1.0 0.8 -0.5
-0.1 -0.2 -0.3
0.0 0.0 0.4
-0.1 -0.2 0.5
-0.7 0.1 0.2
0.4 -0.3 -0.1
0.2 -0.8 -0.1
0.1 -0.3 0.2
0.3 0.5 -0.2
0.0 0.3 0.4
0.1 0.1 -0.1
-0.3 0.3 -0.1
-0.1 -0.3 -0.4
1.3 0.4 1.1
-1.1 0.0 -0.5
-0.6 -0.3 -0.4
0.3 0.5 0.3
0.2 -0.3 -0.2
-0.4 -0.1 -0.5
0.3 0.2 0.5
0.3 0.3 0.0
0.0 0.5 0.0
-0.9 -1.1 0.1
0.4 0.0 -0.5
-0.1 0.1 0.1
-0.1 -0.1 0.3
0.0 0.4 0.3
0.4 0.0 0.0

Total energy: -206494.2120 eV
HOMO (spin up / spin down): -1.29 / -5.39 eV
Lowest unoccupied orbital energy (spin up / spin down): 2.06 / 2.05 eV
⟨S²⟩: 0.753
Molar mass: 1314.98 g mol⁻¹
Spin multiplicity: 2
Charge: -1